(1)
Entry from the Open Molecules 2025 dataset: a molecular structure, C27H62AlFNO9S in a non-equilibrium geometry (ωB97M-V/def2-TZVPD).

ORCA input file:
```
! RIJCOSX wB97M-V def2-TZVPD def2/J DEFGRID3
* xyz -1 1
H -3.1293 -2.9888 0.2517
H 2.4830 -3.8910 -7.3460
C 7.5856 2.9856 -1.0410
C -1.2933 0.1098 2.1776
H -1.6788 -2.0582 -0.0146
H -0.1964 -4.5169 -6.3077
H 3.8900 3.5707 7.3452
H -2.7436 -2.6200 -6.2691
H 2.7158 -3.4498 1.5024
N -3.3643 -2.0154 3.2648
H -1.0898 -3.8751 -7.6944
H 1.6037 -1.4339 -8.6957
H 3.2770 3.6232 5.6910
C -3.3391 -0.6942 -5.5308
H 0.3281 -4.9080 -7.9435
C 3.0743 -1.2902 1.5119
O 5.5593 3.8667 -0.0603
O 2.0903 -3.2189 -6.7796
H 0.4944 3.9586 8.9437
C -5.2620 -3.2342 2.1391
H 3.2887 5.0965 6.6754
H 2.2112 3.7733 9.3068
C 1.7379 3.6706 7.2026
H -5.5685 -1.6415 -6.8975
C 0.8089 -2.8954 -7.3186
H 5.9043 4.7549 -0.1985
H 2.1716 1.8482 7.7586
H -1.3053 0.9810 1.5092
H -1.6913 1.2046 -0.7434
H 3.2481 -0.2337 -0.3256
H -3.9536 -1.8829 5.3105
O -5.3559 0.7764 0.3136
H 1.3912 -2.5072 2.1483
C -4.1647 -1.4102 4.3449
C -4.6211 -2.1111 -7.1764
S -4.6392 0.8351 1.5686
O -2.5706 0.8013 -0.7158
H 2.1247 1.5712 3.8677
C 2.6657 -0.1181 0.5952
C -0.0417 1.7219 3.7620
H 5.9488 4.5705 -2.6292
H -4.2038 -1.5641 -8.0239
O -4.2099 -2.8720 -4.9166
C 3.1302 4.0171 6.6966
H 0.0938 1.9453 4.8230
O -4.0420 2.1023 1.9339
H -0.4645 -0.5457 1.8874
H 1.6668 -2.5445 0.3980
H -5.2505 -2.5072 1.3244
H 3.2197 1.9346 0.3517
F -5.8230 0.6402 2.6760
H -5.0225 -2.4407 -4.6319
H 0.3972 -2.1377 -6.6506
C 1.3160 1.2892 3.1820
H 5.9308 2.9197 -3.2726
Al -2.9831 -0.8708 1.8087
H -0.8268 -0.1812 4.2720
C 2.1594 -2.5181 1.3714
H -4.8377 -3.1328 -7.4924
H -0.3735 2.6199 3.2275
C 5.5819 3.5543 -2.4566
O -3.4592 -4.3192 3.2100
C 0.9565 -2.3108 -8.7156
H -2.6575 -0.7013 -4.6785
H 1.6121 5.2984 8.6343
H 7.9943 2.3352 -1.8158
H 8.0076 3.9862 -1.1735
H 3.0826 -0.9696 2.5556
C -3.9462 -3.2474 2.9063
H -5.4235 -4.2287 1.7214
C 2.9176 1.2861 1.1785
H 1.4098 -3.0460 -9.3872
C -3.3330 -1.4170 -1.2057
C 1.6549 1.8863 1.8211
C -0.0955 -4.1174 -7.3165
C -3.6657 -2.1052 -5.9905
H 1.6146 -0.2121 0.3066
H -3.9308 -0.3474 4.4380
H -4.2518 -0.1832 -5.2082
H 1.7984 2.9693 1.9122
C 6.0668 3.0430 -1.1087
H 5.6541 2.0494 -0.9283
C -2.6103 -0.1827 -1.6436
H -2.0668 1.0730 3.9616
C -1.1277 0.6374 3.6073
H -0.0111 -2.0209 -9.1281
H -4.4115 -1.2434 -1.1416
H -5.2482 -1.4664 4.1801
O -2.0695 -0.0562 -2.7184
H -6.0974 -2.9889 2.7961
H 7.9089 2.6147 -0.0683
H 0.9925 4.0821 6.5205
H 3.7149 1.2512 1.9281
H 0.8330 1.7386 1.1143
H -2.8898 -0.1140 -6.3407
H -3.1829 -2.1288 -2.0241
H 1.3474 0.1958 3.1163
O 1.5327 2.2625 7.1696
C 1.4980 4.2136 8.6036
H 4.1018 -1.5699 1.2610
C -2.7654 -1.9648 0.1216
H 4.4929 3.5853 -2.4813
*
```

The LUMO energy is 2.20 eV. For the relative energy (zero: lowest compared OMol25 entry of this formula, charge and spin), the calculation gives 0.0 kJ/mol. As for the total energy: -2538.4993 Eh. The HOMO energy comes out at -5.4 eV. For the HOMO-LUMO gap, the calculation gives 7.63 eV.

***

(2)
Entry from the Open Molecules 2025 dataset: a molecular structure, C22H29N2OReS2Sb in a non-equilibrium geometry (ωB97M-V/def2-TZVPD).

ORCA input file:
```
! RIJCOSX wB97M-V def2-TZVPD def2/J DEFGRID3
* xyz 2 2
H 1.5817 -0.5200 4.4174
O 2.5012 0.4452 -0.2164
H -0.4834 3.4167 0.7575
H -1.0779 -2.2727 5.1832
C 4.1869 2.0568 -3.0593
C -1.7992 -2.4818 4.3935
C 2.8189 1.3178 -1.2824
C -0.0369 -0.2509 -4.8756
H 1.7515 1.7737 5.4119
H 0.1032 -0.1457 5.3022
C -0.7896 0.6321 -5.8307
C 3.3885 3.1872 -3.2169
C -2.9329 1.0111 4.0389
H -2.4036 3.6070 -5.9760
S -1.1180 -1.0869 -3.6312
H 0.9778 4.3007 0.2032
H -2.6047 1.0091 1.8778
C 0.8024 2.3587 -0.5876
C 1.1344 1.6142 4.5282
C -1.9688 2.6744 -6.3115
C -2.0435 1.1373 2.8035
C -1.4890 1.1242 -8.0823
H 3.6175 3.9063 -3.9905
H -3.5038 0.0849 4.0342
H 4.5601 0.2564 -1.9068
Re 0.8249 -0.0445 0.3815
H 5.0387 1.9078 -3.7093
C 3.9224 1.1155 -2.0674
C -0.8788 0.2728 -7.1674
H -3.6496 1.8326 4.0504
C 0.5725 3.3345 0.5107
H -2.6934 -1.8907 4.5756
H -0.4641 -0.6713 -7.5031
C 1.9858 2.4172 -1.4439
H 0.4407 -1.0777 -5.3970
N -0.0621 1.3538 -0.7663
H -0.3749 -2.9089 2.8071
Sb -0.4560 -0.2713 2.7362
H 1.6520 4.2537 -2.5144
H -2.0778 -3.5322 4.4829
C -1.3567 1.8279 -5.4018
H -1.5480 2.1089 2.7662
H -1.9534 -2.3882 2.2085
C -0.6358 -0.3058 -2.1741
C -2.0290 2.3244 -7.6560
N -0.2739 0.9174 -2.0748
S -0.5517 -1.3643 -0.7186
C 0.7200 0.1465 4.4521
H 0.7095 0.2994 -4.3060
H -1.3189 2.0925 -4.3502
H 1.1299 3.0528 1.4111
H -2.5094 2.9845 -8.3658
H 1.7273 1.9197 3.6630
C -1.2178 -2.2446 3.0000
H 0.2725 2.2772 4.6127
H -1.5383 0.8463 -9.1268
H -2.3632 1.0624 4.9680
C 2.2925 3.3895 -2.3921
*
```

The LUMO energy (alpha / beta) is -8.41 / -8.31 eV. For the relative energy (zero: lowest compared OMol25 entry of this formula, charge and spin), the calculation gives 149.6 kJ/mol. As for the total energy: -2154.6735 Eh. The HOMO energy (alpha / beta) comes out at -13.4 / -13.4 eV. For the HOMO-LUMO gap (alpha / beta), the calculation gives 4.97 / 5.07 eV.

***

(3)
Entry from the Open Molecules 2025 dataset: 2 unconnected molecules or ions with the total composition C5H14 in a non-equilibrium geometry (ωB97M-V/def2-TZVPD).

ORCA input file:
```
! RIJCOSX wB97M-V def2-TZVPD def2/J DEFGRID3
* xyz 0 1
H 1.8406 -0.8196 0.8243
H 3.6287 -1.5587 -0.8387
H -0.0517 1.9798 0.2910
H 0.6392 -1.6920 -0.0953
H -2.3960 0.2869 1.3401
C 2.5989 -1.4455 -1.1754
H -3.1414 0.2087 -0.7304
C -1.9860 1.1673 0.8252
H -0.0243 0.3880 1.0338
H -0.2337 1.8174 2.0280
C -2.2908 0.8953 -0.6536
H -2.6662 1.7569 -1.2097
H 2.5471 -0.4547 -1.6233
H -1.4515 0.4626 -1.1912
H 1.9683 -2.5139 0.5901
C 1.7144 -1.5881 0.0625
C -0.4999 1.3687 1.0756
H -2.5345 1.9612 1.3317
H 2.3388 -2.2205 -1.8846
*
```

The LUMO energy is 1.13 eV. Its structure (SMILES) is CCC.CC. For the relative energy (zero: lowest compared OMol25 entry of this formula, charge and spin), the calculation gives 36.1 kJ/mol. As for the total energy: -198.8754 Eh. The HOMO energy comes out at -11.0 eV. For the HOMO-LUMO gap, the calculation gives 12.14 eV.

***

(4)
Entry from the Open Molecules 2025 dataset: a single C2HNO2 molecule in a non-equilibrium geometry (ωB97M-V/def2-TZVPD).

ORCA input file:
```
! RIJCOSX wB97M-V def2-TZVPD def2/J DEFGRID3
* xyz 0 1
H 0.0084 -1.0928 0.9196
O -0.8465 -0.6173 0.8320
O -1.3818 1.0409 -0.5102
C -0.5663 0.3486 -0.0607
C 0.8358 0.2438 -0.4600
N 1.9504 0.0767 -0.7208
*
```

The LUMO energy is -0.18 eV. Its structure (SMILES) is N#CC(=O)O. For the relative energy (zero: lowest compared OMol25 entry of this formula, charge and spin), the calculation gives 73.7 kJ/mol. As for the total energy: -282.0271 Eh. The HOMO energy comes out at -12.3 eV. For the HOMO-LUMO gap, the calculation gives 12.09 eV.